{"formula": "C14H23BN2O5", "method": "ωB97M-V/def2-TZVPD", "elements": ["C", "C", "C", "C", "C", "O", "C", "O", "B", "O", "N", "C", "C", "H", "H", "H", "H", "H", "H", "H", "H", "H", "H", "H", "H", "H", "H", "H", "H", "H", "H", "O", "N", "O", "C", "C", "C", "C", "C", "C", "H", "H", "H", "H", "H"], "coordinates": [[3.772, -1.717, 2.268], [4.575, -0.990, 1.185], [4.376, -1.696, -0.178], [4.298, 0.534, 1.095], [3.078, 1.062, 1.822], [1.894, 0.512, 1.207], [0.752, 0.601, 1.901], [0.680, 1.109, 3.000], [-0.558, 0.021, 1.161], [-1.566, 0.942, 0.996], [-0.699, -1.349, 0.709], [-0.389, -2.314, 1.766], [-0.014, -1.670, -0.548], [3.830, -1.221, 3.241], [4.179, -2.723, 2.404], [2.723, -1.822, 1.984], [5.629, -1.104, 1.453], [3.794, -2.614, -0.066], [5.330, -1.969, -0.637], [3.840, -1.061, -0.888], [5.150, 1.073, 1.525], [4.234, 0.845, 0.048], [3.095, 0.831, 2.887], [3.035, 2.151, 1.729], [-1.715, 1.403, 1.835], [0.665, -2.626, 1.763], [-0.607, -1.895, 2.753], [-1.003, -3.210, 1.639], [-0.081, -2.748, -0.719], [1.044, -1.375, -0.550], [-0.526, -1.191, -1.387], [-4.340, -1.197, -3.472], [-5.019, -0.213, -3.682], [-5.953, -0.171, -4.457], [-4.684, 1.020, -2.946], [-3.610, 1.006, -2.077], [-3.290, 2.170, -1.396], [-4.048, 3.318, -1.591], [-5.128, 3.307, -2.465], [-5.455, 2.150, -3.154], [-3.037, 0.102, -1.932], [-2.449, 2.171, -0.718], [-3.796, 4.226, -1.059], [-5.718, 4.201, -2.613], [-6.288, 2.121, -3.839]], "forces_ev_per_a": [[0.18, -0.04, 0.10], [-0.07, -0.15, -0.18], [-0.06, -0.03, 0.03], [0.08, 0.07, 0.18], [0.20, 0.15, -0.05], [0.00, -0.19, -0.07], [-0.23, 0.03, 0.47], [0.06, 0.05, 0.02], [-0.11, 0.09, -0.32], [-0.19, -0.69, 0.57], [0.32, 0.09, -0.16], [0.15, -0.03, -0.02], [-0.37, -0.09, -0.08], [-0.04, -0.02, -0.08], [-0.06, 0.04, -0.05], [0.04, 0.09, 0.06], [-0.08, 0.06, -0.01], [0.08, 0.03, -0.01], [-0.07, 0.05, 0.00], [0.00, -0.04, 0.06], [-0.08, 0.01, -0.06], [0.06, -0.04, 0.07], [-0.13, -0.09, -0.09], [-0.05, -0.06, 0.02], [0.32, 0.53, -0.37], [-0.04, 0.06, 0.02], [-0.04, -0.05, -0.07], [0.03, 0.07, 0.02], [0.05, 0.08, 0.01], [-0.02, -0.09, 0.00], [0.12, 0.05, 0.06], [0.01, 0.00, 0.00], [0.00, -0.02, 0.00], [-0.01, 0.00, 0.00], [0.01, 0.03, 0.01], [0.08, -0.03, 0.07], [-0.02, 0.12, -0.07], [-0.01, -0.03, -0.03], [0.03, -0.01, 0.03], [-0.05, 0.08, -0.02], [-0.04, -0.03, -0.02], [-0.07, 0.00, -0.01], [0.00, 0.00, 0.00], [0.00, 0.00, 0.00], [0.01, -0.05, -0.02]], "lowdin_charge": [-0.077, -0.389, -0.069, -0.143, -0.170, -0.001, -0.372, 0.103, -0.460, 0.165, -0.115, -0.070, -0.060, 0.081, 0.084, 0.055, 0.121, 0.070, 0.072, 0.068, 0.118, 0.112, 0.117, 0.134, 0.123, 0.076, 0.095, 0.092, 0.092, 0.076, 0.085, 0.076, -0.354, 0.075, -0.146, 0.007, -0.058, -0.067, -0.069, -0.007, 0.115, 0.085, 0.106, 0.106, 0.118], "homo_energy_ev": -8.8, "total_charge": 0, "homo_lumo_gap_ev": 8.56, "smiles": "CC(C)CCOC(=O)B(O)N(C)C.O=[N+]([O-])c1ccccc1"}